1.
# C23H35CaClIN3O2S2

A molecular structure, C23H35CaClIN3O2S2 (wB97M-V/def2-TZVPD, the OMol25 dataset).

```
! wB97M-V def2-TZVPD RIJCOSX def2/J DEFGRID3
* xyz -2 1
Ca 0.20 0.17 -0.43
Cl -4.42 -0.39 -5.87
C -3.69 -0.33 -4.26
C -4.48 -0.12 -3.18
C -3.93 -0.08 -1.89
I -5.20 0.23 -0.27
C -2.56 -0.23 -1.61
O -2.06 -0.19 -0.46
C -1.73 -0.42 -2.82
N -0.39 -0.50 -2.63
C 0.41 -0.70 -3.64
C -0.06 -0.81 -4.96
C -1.40 -0.69 -5.19
C -2.29 -0.48 -4.12
H -5.55 0.00 -3.31
H 1.47 -0.78 -3.39
H 0.64 -0.98 -5.77
H -1.80 -0.75 -6.20
C -1.28 -0.73 2.78
N 0.11 -0.36 2.62
C 0.95 -1.56 2.68
C 0.55 0.61 3.60
C 1.77 1.38 3.12
N 1.50 2.10 1.90
C 2.71 2.50 1.22
C 0.60 3.21 2.10
H -1.48 -1.22 3.75
H -1.57 -1.42 1.98
H -1.91 0.16 2.70
H 0.91 -2.01 3.69
H 1.99 -1.31 2.45
H 0.62 -2.28 1.94
H 0.79 0.12 4.57
H -0.27 1.30 3.80
H 2.60 0.69 2.93
H 2.11 2.07 3.93
H 3.35 3.16 1.85
H 2.43 3.06 0.32
H 3.27 1.62 0.91
H 1.05 3.99 2.77
H -0.34 2.89 2.54
H 0.36 3.65 1.14
C 4.41 -2.88 -0.06
C 2.99 -2.39 -0.31
S 2.90 -0.65 -0.70
C 1.95 -3.24 -0.23
C 2.17 -4.70 0.10
S 0.24 -2.81 -0.45
H 5.09 -2.03 -0.04
H 4.76 -3.56 -0.85
H 4.51 -3.41 0.89
H 3.20 -5.03 -0.06
H 1.51 -5.32 -0.52
H 1.90 -4.91 1.14
C -1.11 2.98 -2.79
C 0.14 3.13 -1.90
C 1.39 2.87 -2.77
C 0.20 4.58 -1.40
O 0.10 2.23 -0.86
H -1.21 3.81 -3.50
H -2.00 2.95 -2.15
H -1.07 2.05 -3.36
H 1.35 3.42 -3.73
H 1.48 1.81 -2.99
H 2.30 3.18 -2.25
H 0.23 5.30 -2.22
H 1.09 4.73 -0.78
H -0.68 4.79 -0.78
*
```

Properties
Total energy   -3444.2034 Eh
Energy above the lowest of the compared OMol25 structures with the same formula, charge and spin   10.9 kcal/mol
Gap between HOMO and LUMO   0.1490 hartree
Strongest force on any atom   2.0 eV/A

***

2.
# C23H35N2O2P2Sc

A molecular structure, C23H35N2O2P2Sc (wB97M-V/def2-TZVPD, the OMol25 dataset).

```
! wB97M-V def2-TZVPD RIJCOSX def2/J DEFGRID3
* xyz 0 1
C 1.24 -1.48 -4.27
C 1.19 -1.00 -2.97
N 0.11 -1.15 -2.17
C -1.06 -1.28 -2.83
C -1.14 -1.61 -4.19
C 0.04 -1.73 -4.93
C 2.41 -0.40 -2.43
P 2.66 -0.45 -0.69
Sc 0.13 -0.94 0.17
P -2.34 -0.23 -0.56
C -2.40 -1.19 -2.13
O 2.14 1.89 -3.05
O -0.09 2.14 -2.47
H 2.19 -1.49 -4.79
H -2.13 -1.79 -4.65
H 0.01 -2.00 -5.99
C 3.70 -1.89 -0.28
C 3.87 0.91 -0.40
H -3.15 -0.69 -2.76
H -2.80 -2.19 -1.89
H 2.33 0.48 -2.75
H 3.31 -0.86 -2.83
C -3.52 -1.10 0.51
C -3.18 1.32 -1.03
H 0.30 1.80 -1.49
H -0.36 3.11 -2.39
H 1.16 2.12 -2.81
H 2.36 2.08 -4.04
H -0.54 -2.65 0.30
H 0.04 0.71 -0.60
H 4.72 -1.82 -0.68
H 3.84 -2.04 0.80
H 3.28 -2.83 -0.64
H 4.89 0.58 -0.62
H 3.58 1.72 -1.08
H 3.82 1.24 0.65
H -4.21 1.09 -1.37
H -3.19 1.98 -0.16
H -2.59 1.79 -1.84
H -4.54 -0.98 0.10
H -3.24 -2.16 0.56
H -3.46 -0.66 1.51
C -0.46 4.24 3.28
C -0.62 3.96 1.91
C -0.45 2.66 1.41
C -0.13 1.61 2.32
C 0.05 1.90 3.69
C -0.14 3.20 4.15
N 0.03 0.32 1.85
C -0.22 -0.78 2.72
C 0.63 -1.94 2.62
C 0.32 -3.07 3.40
C -0.78 -3.07 4.26
C -1.60 -1.93 4.36
C -1.33 -0.79 3.60
H -0.62 5.25 3.65
H -0.90 4.76 1.20
H -0.55 2.46 0.33
H 0.32 1.07 4.35
H -0.02 3.38 5.21
H 1.57 -1.89 2.01
H 0.96 -3.95 3.32
H -0.99 -3.94 4.89
H -2.45 -1.91 5.03
H -1.96 0.11 3.65
*
```

Properties
Total energy   -2600.7321 Eh
Gap between HOMO and LUMO   0.2577 hartree
Strongest force on any atom   9.6 eV/A

***

3.
# C23H35N3O4S

C23H35N3O4S in the gas phase (wB97M-V/def2-TZVPD, the OMol25 dataset).

```
! wB97M-V def2-TZVPD RIJCOSX def2/J DEFGRID3
* xyz 0 1
C -2.31 -0.38 -2.84
C -3.40 -1.41 -2.58
H -3.48 -2.09 -3.44
C -3.14 -2.24 -1.32
N -3.11 -1.39 -0.15
C -2.02 -1.22 0.62
O -0.98 -1.81 0.42
C -2.24 -0.24 1.78
C -0.93 -0.05 2.56
C -0.15 1.14 2.01
H -0.02 1.01 0.94
C -0.89 2.46 2.28
C -2.41 2.23 2.23
C -2.78 1.10 1.27
H -2.34 1.32 0.29
H -3.86 1.06 1.16
H -2.91 3.15 1.92
H -2.78 1.98 3.22
C -0.44 3.54 1.29
N -0.80 3.22 -0.08
S 0.32 3.64 -1.26
O 0.92 4.91 -0.98
O -0.38 3.48 -2.51
C 1.50 2.34 -1.03
C 2.75 2.61 -0.50
C 3.63 1.57 -0.23
C 3.21 0.28 -0.48
C 1.94 0.02 -1.03
C 1.08 1.05 -1.32
H 0.11 0.89 -1.75
C 1.76 -1.46 -1.19
H 0.80 -1.79 -0.80
H 1.82 -1.74 -2.25
C 2.92 -2.03 -0.37
N 3.88 -0.93 -0.26
C 5.21 -1.03 0.01
O 5.92 -0.06 0.17
C 5.77 -2.44 0.05
H 5.26 -3.05 0.80
H 6.82 -2.38 0.30
H 5.66 -2.92 -0.92
C 2.43 -2.43 1.02
H 1.70 -3.23 0.94
H 1.96 -1.57 1.49
H 3.25 -2.76 1.66
H 3.39 -2.89 -0.87
H 4.61 1.76 0.18
H 3.02 3.63 -0.31
H -1.72 3.53 -0.35
H -0.84 4.52 1.59
H 0.65 3.62 1.31
H -0.63 2.82 3.28
H 0.84 1.19 2.46
H -0.33 -0.95 2.47
H -1.14 0.11 3.62
H -2.98 -0.70 2.45
H -3.95 -0.88 0.05
C -4.19 -3.33 -1.14
H -4.18 -4.02 -1.99
H -4.00 -3.90 -0.23
H -5.19 -2.89 -1.07
H -2.14 -2.70 -1.39
H -4.37 -0.91 -2.48
H -1.35 -0.88 -2.95
H -2.51 0.18 -3.75
H -2.24 0.32 -2.02
*
```

Properties
Total energy   -1760.9054 Eh
Energy above the lowest of the compared OMol25 structures with the same formula, charge and spin   3.6 kcal/mol
Gap between HOMO and LUMO   0.3300 hartree
Strongest force on any atom   0.9 eV/A

***

4.
# C23H35N5OS

C23H35N5OS in the gas phase (wB97M-V/def2-TZVPD, the OMol25 dataset).

```
! wB97M-V def2-TZVPD RIJCOSX def2/J DEFGRID3
* xyz 0 1
C 5.24 3.08 1.87
C 4.69 2.20 0.78
C 5.09 0.89 0.64
C 4.59 0.10 -0.39
C 3.66 0.61 -1.29
C 3.24 1.95 -1.15
C 3.77 2.71 -0.13
H 3.45 3.74 -0.02
C 2.23 2.53 -2.09
H 1.34 1.90 -2.14
H 2.64 2.63 -3.10
H 1.93 3.52 -1.75
N 3.21 -0.18 -2.35
H 2.58 0.33 -2.96
C 2.67 -1.49 -2.07
C 1.22 -1.41 -1.73
N 0.45 -0.40 -2.02
N -0.80 -0.69 -1.62
C -0.78 -1.88 -1.09
N 0.49 -2.40 -1.12
C 0.93 -3.66 -0.60
H 0.07 -4.34 -0.56
H 1.69 -4.07 -1.28
C 1.55 -3.55 0.81
H 1.90 -4.56 1.08
O 2.69 -2.70 0.81
C 2.44 -1.58 1.64
C 1.47 -2.08 2.71
H 0.91 -1.27 3.18
H 2.00 -2.64 3.47
C 0.58 -3.01 1.88
H 0.13 -3.81 2.46
H -0.22 -2.44 1.40
H 3.40 -1.25 2.04
H 2.00 -0.76 1.06
S -2.15 -2.76 -0.47
C -3.48 -1.66 -1.01
H -4.40 -2.24 -0.90
C -3.55 -0.38 -0.19
N -4.67 0.41 -0.66
C -5.85 0.35 0.17
C -5.76 1.23 1.42
C -5.45 2.67 1.01
C -4.18 2.70 0.16
C -4.35 1.77 -1.05
H -3.45 1.76 -1.66
H -5.18 2.13 -1.67
H -3.98 3.72 -0.19
H -3.33 2.37 0.75
H -5.33 3.30 1.90
H -6.29 3.07 0.43
H -4.96 0.86 2.07
H -6.70 1.18 1.97
H -6.04 -0.69 0.44
H -6.70 0.69 -0.45
H -2.61 0.16 -0.33
H -3.64 -0.64 0.88
H -3.32 -1.43 -2.06
H 3.22 -1.96 -1.25
H 2.79 -2.11 -2.97
H 4.93 -0.92 -0.49
H 5.81 0.46 1.32
H 4.44 3.60 2.39
H 5.91 3.83 1.45
H 5.80 2.49 2.60
*
```

Properties
Total energy   -1644.6227 Eh
Energy above the lowest of the compared OMol25 structures with the same formula, charge and spin   49.0 kcal/mol
Gap between HOMO and LUMO   0.2994 hartree
Strongest force on any atom   1.2 eV/A

***

5.
# C23H35N7PbS2Se4

A molecular structure, C23H35N7PbS2Se4 (wB97M-V/def2-TZVPD, the OMol25 dataset).

```
! wB97M-V def2-TZVPD RIJCOSX def2/J DEFGRID3
* xyz 0 1
Pb -1.69 -1.69 -1.23
C 0.65 -3.47 0.54
N 1.63 -2.43 0.76
C 2.19 -2.40 2.10
C 1.83 -1.42 -0.13
N 0.90 -1.07 -0.98
C 1.29 -0.49 -2.20
C 2.27 -1.13 -2.92
C 2.75 -0.65 -4.15
C 2.20 0.47 -4.68
C 1.13 1.13 -4.03
C 0.56 2.26 -4.67
C -0.52 2.88 -4.13
C -1.06 2.42 -2.92
C -0.50 1.37 -2.21
N -1.16 0.97 -1.03
C -1.54 1.89 -0.19
N -0.88 3.08 0.04
C -1.61 4.33 0.06
C 0.54 3.20 -0.21
N -2.65 1.71 0.58
C -3.66 0.74 0.21
C -2.78 2.26 1.91
C 0.63 0.66 -2.77
N 3.06 -0.80 -0.01
C 3.25 0.58 -0.40
C 4.27 -1.59 0.05
H 1.05 -4.41 0.92
H 0.44 -3.59 -0.52
H -0.28 -3.26 1.08
H 1.38 -2.42 2.83
H 2.78 -1.50 2.25
H 2.82 -3.28 2.28
H 2.67 -2.05 -2.52
H 3.53 -1.19 -4.67
H 2.54 0.87 -5.63
H 0.98 2.58 -5.61
H -0.99 3.72 -4.64
H -1.95 2.87 -2.52
H -2.68 4.14 0.05
H -1.36 4.93 -0.82
H -1.38 4.91 0.95
H 1.00 2.23 -0.07
H 0.96 3.89 0.52
H 0.77 3.56 -1.22
H -3.63 0.53 -0.86
H -4.65 1.14 0.46
H -3.53 -0.20 0.75
H -1.86 2.76 2.21
H -2.97 1.45 2.61
H -3.61 2.97 1.96
H 2.31 1.11 -0.31
H 3.62 0.69 -1.43
H 3.97 1.04 0.28
H 4.03 -2.64 0.17
H 4.91 -1.28 0.89
H 4.85 -1.47 -0.87
Se -4.02 -1.51 -2.89
Se -4.22 -3.41 -1.59
Se -2.71 -4.91 -2.68
Se -0.81 -3.63 -3.15
S -0.65 -0.48 2.08
C -1.10 -1.14 3.51
N -0.88 -0.64 4.75
C -1.09 -1.55 5.87
C -2.21 -2.48 5.42
S -1.96 -2.66 3.63
H -0.26 0.15 4.82
H -1.36 -0.99 6.76
H -0.18 -2.12 6.07
H -3.19 -2.04 5.60
H -2.15 -3.45 5.89
*
```

Properties
Total energy   -11875.7362 Eh
Energy above the lowest of the compared OMol25 structures with the same formula, charge and spin   0.0 kcal/mol
Gap between HOMO and LUMO   0.2256 hartree
Strongest force on any atom   0.4 eV/A

***

6.
# C23H36CeN4O2PS2

A molecular structure, C23H36CeN4O2PS2 (wB97M-V/def2-TZVPD, the OMol25 dataset).

```
! wB97M-V def2-TZVPD RIJCOSX def2/J DEFGRID3
* xyz 0 2
Ce 0.34 -1.22 0.11
C -2.80 -5.25 -2.73
C -2.04 -4.34 -1.82
N -2.04 -4.55 -0.52
O -2.57 -5.87 -0.25
C -1.08 -3.38 -2.32
C -0.82 -3.25 -3.78
N -0.41 -2.64 -1.48
O 0.68 -1.85 -1.96
H -3.20 -4.77 -3.64
H -3.65 -5.61 -2.14
H -2.14 -6.10 -3.02
H -2.50 -5.91 0.72
H -0.56 -4.26 -4.22
H 0.05 -2.57 -3.91
H -1.62 -2.79 -4.39
C -0.60 -3.47 2.43
N 0.71 -3.10 1.85
C 1.20 -4.17 0.91
C 1.77 -2.83 2.80
C 1.53 -1.54 3.62
N 1.37 -0.32 2.77
C 0.49 0.59 3.57
C 2.70 0.20 2.51
H -0.53 -4.37 3.04
H -1.27 -3.66 1.55
H -0.98 -2.64 3.02
H 1.66 -5.07 1.40
H 1.94 -3.74 0.23
H 0.32 -4.50 0.33
H 2.73 -2.70 2.27
H 1.96 -3.67 3.50
H 2.35 -1.42 4.38
H 0.59 -1.63 4.22
H 0.93 0.80 4.56
H -0.49 0.09 3.53
H 0.49 1.49 3.00
H 3.20 0.75 3.29
H 2.60 0.86 1.63
H 3.36 -0.65 2.16
S 1.83 2.49 -2.83
P 0.78 2.95 -1.27
S 0.12 1.66 0.19
C -0.84 3.50 -1.89
C -1.56 4.54 -1.34
C -2.45 5.24 -2.18
C -2.78 4.74 -3.44
C -2.09 3.61 -3.90
C -1.18 2.95 -3.13
C 1.56 4.25 -0.33
C 2.56 3.96 0.59
C 3.07 4.90 1.46
C 2.74 6.25 1.32
C 1.85 6.61 0.26
C 1.28 5.60 -0.55
H -1.37 4.86 -0.30
H -2.87 6.17 -1.82
H -3.57 5.26 -3.99
H -2.34 3.24 -4.88
H -0.69 2.01 -3.45
H 2.77 2.86 0.70
H 3.85 4.58 2.13
H 3.20 7.00 2.02
H 1.56 7.64 -0.02
H 0.58 5.87 -1.35
C -2.11 -1.00 0.21
H -2.55 -0.86 1.19
H -2.71 -1.76 -0.29
H -2.32 -0.06 -0.35
*
```

Properties
Total energy   -2880.2448 Eh
Energy above the lowest of the compared OMol25 structures with the same formula, charge and spin   42.3 kcal/mol
Gap between HOMO and LUMO (spin up / spin down)   0.2605 / 0.2608 hartree
⟨S²⟩   0.75
Strongest force on any atom   3.2 eV/A

***

7.
# C23H36F4N5O2V

A molecular structure, C23H36F4N5O2V (wB97M-V/def2-TZVPD, the OMol25 dataset).

```
! wB97M-V def2-TZVPD RIJCOSX def2/J DEFGRID3
* xyz 1 4
V 0.02 0.16 -0.01
C 1.94 1.51 1.60
C 0.81 2.49 1.29
N -0.53 1.86 1.28
C -1.51 2.87 0.85
C -2.96 2.42 0.94
C -0.85 1.31 2.64
C -1.27 -0.16 2.58
N -0.39 -0.86 1.66
C 0.35 -1.95 1.96
C 1.23 -2.42 0.97
F 1.27 -1.70 -0.22
C 2.05 -3.51 1.08
F 2.84 -3.84 0.06
C 2.06 -4.26 2.24
C 1.20 -3.84 3.25
F 1.16 -4.53 4.40
C 0.38 -2.74 3.13
F -0.42 -2.44 4.17
H 2.89 1.95 1.33
H 1.90 0.57 1.03
H 1.97 1.22 2.65
H 0.96 2.92 0.30
H 0.83 3.31 2.02
H -1.26 3.13 -0.19
H -1.38 3.78 1.44
H -3.10 1.43 0.51
H -3.60 3.12 0.38
H -3.33 2.40 1.96
H -1.61 1.92 3.12
H 0.04 1.39 3.26
H -2.30 -0.22 2.21
H -1.28 -0.57 3.59
H 2.69 -5.13 2.37
O 2.85 0.72 -1.25
C 2.02 1.16 -2.01
O 0.74 1.17 -1.87
C 2.52 1.75 -3.34
N 1.29 2.26 -4.08
C 1.41 3.75 -4.24
C 2.37 4.14 -3.12
C 3.38 3.00 -3.14
H 3.00 0.97 -3.93
H 0.53 2.00 -3.41
H 1.13 1.78 -4.96
H 0.42 4.20 -4.19
H 1.85 3.94 -5.22
H 1.84 4.18 -2.17
H 2.81 5.11 -3.30
H 3.96 2.90 -2.22
H 4.08 3.12 -3.97
C -2.25 0.35 -2.16
C -3.35 -0.30 -3.04
N -3.36 -1.74 -2.84
C -2.04 -2.28 -3.15
C -0.98 -1.69 -2.18
N -1.60 -0.66 -1.30
C -2.66 -1.35 -0.50
C -3.68 -2.03 -1.44
H -2.67 1.12 -1.51
H -1.47 0.82 -2.76
H -3.16 -0.10 -4.10
H -4.33 0.10 -2.80
H -1.81 -2.04 -4.18
H -2.08 -3.37 -3.06
H -0.16 -1.21 -2.72
H -0.55 -2.46 -1.54
H -3.13 -0.60 0.13
H -2.16 -2.06 0.16
H -4.69 -1.67 -1.24
H -3.68 -3.11 -1.30
*
```

Properties
Total energy   -2665.5555 Eh
Energy above the lowest of the compared OMol25 structures with the same formula, charge and spin   1.5 kcal/mol
Gap between HOMO and LUMO (spin up / spin down)   0.2352 / 0.2561 hartree
⟨S²⟩   3.76
Strongest force on any atom   0.9 eV/A